A structure of composition C52H48Br4N8O16 at a distorted geometry. Source: the Open Molecules 2025 dataset; level of theory: the ωB97M-V functional and the def2-TZVPD basis.

Gap between HOMO and LUMO = 5.62 eV
DFT total energy = -13946.11050 hartree

```
128
C52H48Br4N8O16 (the ωB97M-V functional and the def2-TZVPD basis)
Br -0.782 20.001 26.226
C -1.320 18.157 26.541
C -1.383 17.211 25.265
Br 0.500 16.918 24.623
H -2.251 18.171 27.107
H -0.520 17.731 27.147
H -2.010 17.646 24.487
H -1.784 16.257 25.607
Br 1.950 12.205 18.914
C -0.039 11.737 19.118
C -0.546 11.871 20.582
Br 0.484 10.745 21.883
H -0.285 10.773 18.673
H -0.645 12.472 18.588
H -1.603 11.608 20.562
H -0.490 12.909 20.911
C -0.578 11.807 26.129
C 0.169 11.271 25.063
C 0.482 12.042 23.965
C 0.077 13.372 23.936
C -0.649 13.952 24.970
C -0.773 13.194 26.139
N 0.374 14.180 22.684
O -0.269 15.242 22.547
O 1.248 13.893 21.849
H -0.842 11.124 26.923
H 0.495 10.259 25.257
H 1.088 11.611 23.182
H -0.986 14.976 24.906
H -1.360 13.540 26.977
C 1.405 21.175 18.192
C 0.029 21.231 18.581
C -0.736 20.094 18.613
C -0.176 18.827 18.297
C 1.227 18.829 17.923
C 2.008 19.936 17.854
N -1.029 17.675 18.085
O -2.143 17.774 18.418
O -0.396 16.742 17.596
H 2.029 22.057 18.190
H -0.359 22.210 18.822
H -1.753 20.383 18.835
H 1.654 17.866 17.683
H 3.061 19.969 17.618
C -0.068 18.622 21.772
C 0.639 18.291 20.604
C 0.413 17.030 20.065
C -0.525 16.088 20.585
C -1.078 16.431 21.766
C -0.884 17.720 22.417
N -0.837 14.797 20.009
O -0.043 14.202 19.286
O -1.756 14.173 20.451
H 0.011 19.598 22.227
H 1.346 18.948 20.119
H 0.958 16.724 19.183
H -1.785 15.753 22.221
H -1.351 17.978 23.357
C -5.140 16.134 19.794
C -5.445 15.063 18.971
C -4.819 13.831 19.113
C -3.986 13.671 20.248
C -3.808 14.671 21.203
C -4.376 15.874 20.970
N -3.160 12.444 20.294
O -3.180 11.613 19.371
O -2.333 12.216 21.242
H -5.742 16.985 19.514
H -6.008 15.103 18.051
H -5.077 13.108 18.353
H -3.006 14.577 21.920
H -4.174 16.789 21.506
C 5.123 21.190 17.918
C 4.487 21.393 19.189
C 3.884 20.326 19.879
C 4.061 19.018 19.376
C 4.767 18.824 18.116
C 5.264 19.915 17.481
N 3.503 17.863 20.097
O 4.047 16.762 19.910
O 2.630 18.074 20.915
H 5.451 21.919 17.191
H 4.300 22.406 19.514
H 3.574 20.535 20.892
H 4.854 17.834 17.694
H 5.907 19.690 16.643
C 2.819 24.016 20.161
C 3.479 24.019 21.429
C 3.210 22.876 22.204
C 2.339 21.844 21.725
C 1.858 21.890 20.437
C 1.931 23.031 19.732
N 2.125 20.560 22.469
O 2.982 20.086 23.227
O 1.106 19.918 22.243
H 2.965 24.828 19.465
H 4.253 24.753 21.595
H 3.618 22.739 23.194
H 1.406 21.044 19.942
H 1.445 23.224 18.787
C -1.291 14.697 17.103
C -2.220 15.388 17.871
C -3.377 15.889 17.287
C -3.727 15.583 15.898
C -2.765 14.797 15.237
C -1.532 14.443 15.755
N -4.807 16.219 15.164
O -5.243 17.317 15.510
O -5.244 15.571 14.272
H -0.403 14.308 17.580
H -1.791 15.694 18.813
H -4.034 16.551 17.831
H -2.838 14.526 14.194
H -0.900 13.740 15.233
C 1.122 13.280 15.639
C 1.091 13.436 17.036
C 1.840 14.397 17.619
C 2.557 15.386 16.862
C 2.585 15.227 15.441
C 1.830 14.221 14.784
N 3.122 16.538 17.571
O 2.510 17.070 18.477
O 4.087 17.064 17.081
H 0.574 12.543 15.070
H 0.524 12.781 17.681
H 1.773 14.439 18.696
H 3.206 15.910 14.880
H 1.807 14.038 13.720
```